Entry 1:
The following is a quantum chemistry calculation of a single C21H26N2O2 molecule, from the OMol25 dataset.

Output
energy relative to the best compared isomer or geometry (same formula, charge and spin): 39.36 kcal/mol
SMILES string: CC(C)c1ccc(C(=O)Nc2ccc(CN3CCOCC3)cc2)cc1
gap between HOMO and LUMO: 0.3396 Ha
strongest force on any atom: 0.56 eV/A
net charge: 0

```
51
Properties=species:S:1:pos:R:3:forces:R:3
C -2.36171 -1.49199 2.64971 -0.1689 0.2003 0.0938
H -2.82755 -1.35396 1.67625 -0.0255 -0.0575 -0.1142
H -1.35892 -1.88380 2.49802 0.1265 -0.0701 -0.0260
H -2.93644 -2.22797 3.20743 -0.0319 -0.1262 0.0348
C -2.31985 -0.16563 3.41222 0.1173 -0.1644 0.0536
C -1.60820 0.89026 2.60373 -0.1872 0.0831 0.0007
C -2.26878 2.05036 2.21921 0.0032 -0.0689 0.0116
C -1.63085 3.01626 1.46328 0.2324 0.0985 -0.1755
C -0.31592 2.82876 1.05628 -0.1758 -0.0116 0.4162
C 0.36433 1.68542 1.46559 -0.0347 0.1326 0.0614
C -0.27790 0.73152 2.22870 0.0180 0.0190 0.0172
H 0.26663 -0.15004 2.53276 0.0683 -0.1126 0.0571
H 1.40068 1.54629 1.19372 0.0670 -0.0342 -0.0665
C 0.35950 3.88080 0.24711 0.0885 0.0969 0.0154
O 0.31479 5.06189 0.52527 -0.1418 0.0856 0.0754
N 1.09084 3.44749 -0.82367 0.3689 0.3647 -0.2229
C 1.13177 2.16799 -1.38996 0.0308 -0.4653 -0.3008
C 2.33928 1.66732 -1.86608 -0.1556 0.1931 0.1351
C 2.40848 0.38499 -2.37894 -0.1584 -0.1284 -0.0806
C 1.27709 -0.41533 -2.44098 0.1350 0.0647 -0.0365
C 0.06198 0.11074 -2.01625 0.1035 0.0506 -0.0222
C -0.01749 1.38769 -1.50160 0.0679 0.0750 -0.1807
H -0.96787 1.78525 -1.18199 -0.0786 0.0100 0.0042
H -0.82255 -0.50275 -2.08485 -0.1214 -0.0725 0.0214
C 1.33747 -1.82982 -2.94730 -0.0942 -0.0653 -0.0514
N 0.57268 -2.71350 -2.08370 0.0954 -0.0533 -0.0864
C 0.41988 -4.04492 -2.64035 -0.2247 -0.1706 0.1936
C -0.48656 -4.86291 -1.71971 0.0369 -0.0090 -0.3946
H -0.57804 -5.88933 -2.07886 -0.0415 0.0806 -0.0291
O 0.03971 -4.94462 -0.41660 0.0764 -0.1546 0.0576
C 0.22090 -3.65627 0.12200 0.2356 0.3150 0.0642
C 1.14605 -2.81149 -0.75232 -0.2410 -0.1764 0.2473
H 1.23573 -1.80835 -0.33081 0.0384 -0.0479 0.0579
H 2.14761 -3.27859 -0.77961 -0.0250 0.0584 0.0039
H 0.64882 -3.79843 1.11595 -0.0428 0.0811 -0.0279
H -0.75126 -3.14760 0.20800 0.0695 -0.0109 0.0369
H -1.48168 -4.39373 -1.69010 0.0552 -0.0564 -0.0362
H -0.03938 -3.96791 -3.62848 0.0244 -0.0343 -0.0117
H 1.39335 -4.55866 -2.74076 -0.0510 0.0236 -0.0300
H 0.88535 -1.87600 -3.94440 0.0922 -0.0635 0.0185
H 2.39051 -2.15244 -3.03949 -0.0678 0.0279 -0.0299
H 3.35791 0.00148 -2.72431 0.0972 -0.0626 -0.0177
H 3.22859 2.27876 -1.81241 0.0942 0.0597 0.0619
H 1.68829 4.15191 -1.23891 -0.1686 -0.0199 0.1331
H -2.14779 3.91809 1.17079 -0.0357 0.0983 -0.0127
H -3.29712 2.20127 2.51593 -0.1005 -0.0099 0.0353
C -1.65524 -0.34503 4.77870 -0.2220 0.0891 -0.1079
H -2.21363 -1.06206 5.37635 -0.0152 -0.0898 0.0934
H -1.62525 0.60235 5.31230 0.0438 0.0529 0.0989
H -0.63696 -0.70939 4.66913 0.1372 -0.0498 0.0078
H -3.35088 0.16702 3.57601 0.0859 0.0251 -0.0472
```
Positions in Å, forces in eV/Å.


Entry 2:
The following is a quantum chemistry calculation of 2 unconnected molecules or ions with the total composition C11H13BrF8NO4P, from the OMol25 dataset.

Output
SMILES string: N=[PH2][C@H]1OC(=O)C[C@H]1CC(=O)Br.FC(F)C(F)(F)COC(F)(F)C(F)F
gap between HOMO and LUMO: 0.2981 Ha
strongest force on any atom: 9.44 eV/A
net charge: 0

```
39
Properties=species:S:1:pos:R:3:forces:R:3
N 2.12862 2.13831 -4.94649 0.5013 -1.8549 1.7039
P 2.66547 1.61746 -3.47545 -0.9263 0.7578 -3.8312
C 1.49992 2.11809 -2.04832 0.9773 0.4458 2.1844
O 1.05313 0.81215 -1.47799 -0.2020 -0.0603 2.4884
C 1.50135 0.52303 -0.08029 -0.9584 -3.0664 1.0487
O 1.00061 -0.44497 0.69396 3.3849 6.7022 -5.5577
C 2.71569 1.59925 0.17010 -1.2271 0.5765 1.0394
C 2.09008 2.85882 -0.71154 -0.8713 0.2152 1.0975
C 2.94334 4.25161 -0.83580 -0.2428 -1.0177 0.5337
C 2.05045 5.59641 -1.11958 5.3172 6.1618 -1.5805
O 2.74830 6.73379 -1.38557 -4.9641 -7.8162 1.8320
Br 0.05769 5.74763 -1.06923 1.8958 -0.5682 0.0358
H 1.96169 1.26099 -5.51458 0.0922 1.4027 0.7775
H 2.73251 0.17878 -3.56196 0.2857 0.7858 1.0619
H 4.00839 2.15471 -3.30985 -0.8572 -0.4888 0.7959
H 0.68086 2.80522 -2.52368 1.0888 -1.8589 0.8353
H 3.82469 1.28602 -0.11461 -2.6339 0.2890 0.3721
H 2.65805 1.80102 1.33876 0.3687 -0.2136 -2.5610
H 1.12657 3.18697 -0.08977 1.8422 -0.8463 -1.4046
H 3.46249 4.41822 0.22658 -1.1161 -0.1419 -2.4370
H 3.76918 4.13647 -1.65846 -1.6168 0.6983 1.5614
C -1.35831 -2.27772 1.40748 1.0701 0.1900 -0.3835
C -2.66726 -1.61729 0.94943 0.3689 -0.6093 -0.7952
C -3.67890 -1.35642 2.05889 -0.9416 0.4319 0.3245
F -4.08417 -2.49417 2.66837 -0.0755 0.5343 -0.2069
F -4.80246 -0.77606 1.55620 0.2897 0.0326 -0.1898
F -3.21148 -2.35424 -0.05583 -0.0821 0.2140 0.4084
F -2.33548 -0.41291 0.38526 -0.1694 -0.0506 0.5621
O -1.27449 -3.69584 1.23661 -1.5223 -0.5991 1.3144
C -1.85919 -4.47304 2.28081 1.7253 1.4480 -0.2051
C -3.05936 -5.30056 1.80587 -0.8133 -0.4409 -0.3614
F -4.03746 -4.51547 1.28762 0.5399 -0.3227 0.0568
F -3.61977 -5.98819 2.83748 0.4794 0.2564 -0.0128
F -2.15485 -3.66388 3.32615 0.0657 -0.9568 -0.0670
F -0.87360 -5.30233 2.71964 -0.6902 -0.0868 -0.3054
H -0.56740 -1.88225 0.75874 -0.4319 -0.1659 0.0224
H -1.06235 -1.96815 2.41678 -0.3251 -0.0834 -0.1793
H -3.27198 -0.68207 2.81849 0.1716 -0.0404 -0.1004
H -2.76057 -6.01940 1.03579 0.2029 0.1468 0.1223
```
Positions in Å, forces in eV/Å.


Entry 3:
The following is a quantum chemistry calculation of 2 unconnected molecules or ions with the total composition C24H27ClN2O5S, from the OMol25 dataset.

Output
energy relative to the best compared isomer or geometry (same formula, charge and spin): 559.32 kcal/mol
gap between HOMO and LUMO: 0.2372 Ha
strongest force on any atom: 19.08 eV/A
net charge: 0

```
60
Properties=species:S:1:pos:R:3:forces:R:3
O 3.33588 -0.76685 -6.30394 -3.5260 2.5437 4.4407
C 2.62526 -0.24774 -5.32155 0.3622 -6.4002 -4.6223
N 1.48461 -0.91892 -4.74745 7.9759 1.7311 -7.1910
H 1.13250 -0.44943 -4.06691 -3.6518 2.7744 5.2460
C 1.11101 -2.03791 -5.40306 9.6150 -6.9122 3.5587
C 1.43590 -3.24799 -4.25417 -1.6060 -1.8894 -0.1127
C 2.55700 -3.14021 -3.27286 -8.6304 -3.2611 -4.8879
C 2.39397 -4.09769 -2.33896 3.1918 -1.3845 2.7872
C 1.59273 -5.23010 -2.30492 6.7787 0.0934 8.3279
C 0.67105 -5.30268 -3.15800 -3.6908 -5.4425 0.6908
C 0.44945 -4.59835 -4.13337 2.0508 12.7089 -9.3960
Cl -0.82859 -4.73024 -5.44576 1.3628 -0.1113 1.7571
H 0.00846 -6.02838 -3.25052 -2.8472 -4.3564 0.9257
H 1.76545 -6.03190 -1.39018 -0.6499 2.2759 -2.6324
H 3.18710 -3.93836 -1.61173 -0.2209 -0.7990 0.7290
H 3.13436 -2.34554 -3.28092 2.9872 3.4874 0.2644
H 0.21100 -2.05342 -5.57891 -9.2776 -0.6145 -2.4976
H 1.85316 -2.51131 -6.17281 -1.5682 2.1586 0.7717
C 2.92604 0.98838 -4.71763 8.8332 -1.5704 -5.5248
H 2.87679 1.72846 -5.42757 -1.5969 2.5899 -1.1659
H 4.09829 1.00207 -4.74599 -1.2842 -0.4479 0.1981
O 2.53209 1.10516 -3.55489 -5.8198 3.7346 7.9381
C 2.89440 0.54767 -2.41952 4.3856 -4.0027 -1.0091
O 3.94572 -0.25841 -2.47466 -5.7008 4.1948 1.5184
C 1.93935 0.97162 -1.31789 10.0509 -5.8366 4.1615
C 1.10369 1.87864 -1.13027 -1.2180 1.5564 -4.6104
C 0.51892 2.41825 -0.05150 -5.6818 -0.2990 3.3308
C -0.96604 2.70179 -0.08134 7.7762 -1.3928 -9.3837
C -1.43751 3.15193 0.95432 -10.3684 5.2674 6.1909
C -0.94839 3.08827 2.28028 -4.0842 1.5899 -2.1532
C 0.16623 2.48314 2.40023 5.9209 -0.5241 -0.2900
C 0.90533 2.19032 1.17761 4.4056 -1.4107 5.2325
H 1.96962 1.74220 1.44702 -2.1762 1.0906 -0.9768
H 0.74246 2.60496 3.30865 -0.0648 -0.9402 0.3085
S -1.91449 3.57282 3.63438 -7.6188 -1.1316 0.9082
O -1.13569 3.98829 4.71538 3.0007 3.7684 1.1402
O -3.25621 4.32836 3.15741 5.9360 -3.3189 1.5765
N -2.27281 2.01963 4.47455 -9.8352 6.2370 -15.1184
C -3.67035 1.44994 3.81588 6.4762 -6.3765 6.8565
H -4.12951 0.78582 4.61434 0.2594 1.0792 -0.4962
C -3.24440 0.59869 2.77303 -2.0911 -3.9468 -5.4453
H -4.13167 0.05532 2.23433 0.4749 2.1283 0.4215
C -2.54865 -0.74121 2.98443 -3.0894 6.1640 11.7709
C -1.20094 -0.36530 3.72017 -8.1230 -11.2719 5.8568
C -1.56118 -0.08296 5.13252 4.8954 3.0926 4.8045
H -2.38736 -0.41834 5.75292 -0.3203 -0.8159 -1.0848
C -1.68368 1.62260 5.46469 4.1499 -6.1941 8.5574
H -0.73838 2.21628 5.54194 -0.5382 -1.1102 0.8895
H -2.40696 1.64643 6.35203 1.5534 0.1849 0.1884
H -0.57876 -0.39906 5.76852 -2.2553 0.5662 -0.9655
H -0.80221 -1.38871 3.80099 1.3350 0.7682 -0.5390
H -0.80315 0.29073 3.24453 5.4330 7.6410 -5.4348
H -3.44041 -1.25944 3.81650 3.1831 0.6169 -2.5416
H -2.32228 -1.22691 2.23791 1.2669 -5.0330 -7.9087
H -2.71943 1.15778 2.02553 0.2490 0.3270 -0.7337
H -4.20180 2.19466 3.63030 -4.5777 6.4116 -1.8782
H -2.57770 3.67583 0.81415 3.1204 -1.5221 0.7954
H -1.20781 2.85587 -1.16118 -1.1123 -0.1794 1.2664
H 0.72072 2.16635 -2.06929 -0.8607 0.9689 -1.3627
H 2.82784 0.58909 -0.08674 -2.9440 0.7444 -3.4472
```
Positions in Å, forces in eV/Å.


Entry 4:
The following is a quantum chemistry calculation of 2 unconnected molecules or ions with the total composition C9H14S, from the OMol25 dataset.

Output
energy relative to the best compared isomer or geometry (same formula, charge and spin): 49.45 kcal/mol
SMILES string: Cc1ccccc1.CSC
gap between HOMO and LUMO: 0.3444 Ha
strongest force on any atom: 5.37 eV/A
net charge: 0

```
24
Properties=species:S:1:pos:R:3:forces:R:3
C 1.81724 2.57034 -0.89135 -4.1063 -1.7370 -0.2634
C 2.81606 -0.93314 0.26674 -2.5280 3.2482 -0.1819
C 1.85258 -1.07718 1.27829 0.1934 0.8045 -0.5875
C 2.79976 0.27988 -0.53226 -2.1976 -1.6064 4.6271
C 1.91023 1.24636 -0.08411 -2.0595 2.2738 -0.0538
C 1.01639 -0.04733 1.75819 0.2071 1.4053 0.9138
C 1.04256 1.17098 1.11029 0.8541 -0.2192 -1.5320
H 3.52517 -1.66005 0.11314 1.2457 -1.8469 -0.5739
H 1.62802 -2.02769 1.64432 0.4544 -1.5462 0.9991
H 3.45036 0.49785 -1.29612 1.3971 0.2176 -1.7236
H 0.49553 0.01105 2.77301 0.4486 -1.1230 -1.6422
H 2.73972 2.79254 -1.21154 3.4778 1.3767 -0.9753
H 1.35471 3.33101 -0.27875 0.2702 0.3896 0.1451
H 0.36399 2.00377 1.50580 1.3867 -1.0098 -1.0362
H 1.17495 2.57771 -1.87722 0.9195 -0.6393 1.8801
C -3.12893 -0.78557 0.86546 2.0540 -0.7690 0.5008
C -3.27473 -1.61013 -1.83397 2.0655 1.2340 -0.3252
S -4.09099 -0.42469 -0.66041 0.3226 -1.2633 -0.0466
H -2.20190 -1.48243 0.75209 -1.5009 1.2624 -0.6213
H -2.68714 0.18046 1.21238 -0.5877 -0.7835 -0.0256
H -3.64241 -1.32782 1.68829 -0.3504 0.7788 -0.6514
H -3.40346 -1.35130 -2.91667 -0.9832 -0.3914 1.0127
H -3.35323 -2.69940 -1.60397 -0.1445 1.0545 -0.1923
H -2.20446 -1.23521 -1.78165 -0.8385 -1.1105 0.3537
```
Positions in Å, forces in eV/Å.


Copy entry 2 word for word.
The following is a quantum chemistry calculation of 2 unconnected molecules or ions with the total composition C11H13BrF8NO4P, from the OMol25 dataset.

Output
SMILES string: N=[PH2][C@H]1OC(=O)C[C@H]1CC(=O)Br.FC(F)C(F)(F)COC(F)(F)C(F)F
gap between HOMO and LUMO: 0.2981 Ha
strongest force on any atom: 9.44 eV/A
net charge: 0

```
39
Properties=species:S:1:pos:R:3:forces:R:3
N 2.12862 2.13831 -4.94649 0.5013 -1.8549 1.7039
P 2.66547 1.61746 -3.47545 -0.9263 0.7578 -3.8312
C 1.49992 2.11809 -2.04832 0.9773 0.4458 2.1844
O 1.05313 0.81215 -1.47799 -0.2020 -0.0603 2.4884
C 1.50135 0.52303 -0.08029 -0.9584 -3.0664 1.0487
O 1.00061 -0.44497 0.69396 3.3849 6.7022 -5.5577
C 2.71569 1.59925 0.17010 -1.2271 0.5765 1.0394
C 2.09008 2.85882 -0.71154 -0.8713 0.2152 1.0975
C 2.94334 4.25161 -0.83580 -0.2428 -1.0177 0.5337
C 2.05045 5.59641 -1.11958 5.3172 6.1618 -1.5805
O 2.74830 6.73379 -1.38557 -4.9641 -7.8162 1.8320
Br 0.05769 5.74763 -1.06923 1.8958 -0.5682 0.0358
H 1.96169 1.26099 -5.51458 0.0922 1.4027 0.7775
H 2.73251 0.17878 -3.56196 0.2857 0.7858 1.0619
H 4.00839 2.15471 -3.30985 -0.8572 -0.4888 0.7959
H 0.68086 2.80522 -2.52368 1.0888 -1.8589 0.8353
H 3.82469 1.28602 -0.11461 -2.6339 0.2890 0.3721
H 2.65805 1.80102 1.33876 0.3687 -0.2136 -2.5610
H 1.12657 3.18697 -0.08977 1.8422 -0.8463 -1.4046
H 3.46249 4.41822 0.22658 -1.1161 -0.1419 -2.4370
H 3.76918 4.13647 -1.65846 -1.6168 0.6983 1.5614
C -1.35831 -2.27772 1.40748 1.0701 0.1900 -0.3835
C -2.66726 -1.61729 0.94943 0.3689 -0.6093 -0.7952
C -3.67890 -1.35642 2.05889 -0.9416 0.4319 0.3245
F -4.08417 -2.49417 2.66837 -0.0755 0.5343 -0.2069
F -4.80246 -0.77606 1.55620 0.2897 0.0326 -0.1898
F -3.21148 -2.35424 -0.05583 -0.0821 0.2140 0.4084
F -2.33548 -0.41291 0.38526 -0.1694 -0.0506 0.5621
O -1.27449 -3.69584 1.23661 -1.5223 -0.5991 1.3144
C -1.85919 -4.47304 2.28081 1.7253 1.4480 -0.2051
C -3.05936 -5.30056 1.80587 -0.8133 -0.4409 -0.3614
F -4.03746 -4.51547 1.28762 0.5399 -0.3227 0.0568
F -3.61977 -5.98819 2.83748 0.4794 0.2564 -0.0128
F -2.15485 -3.66388 3.32615 0.0657 -0.9568 -0.0670
F -0.87360 -5.30233 2.71964 -0.6902 -0.0868 -0.3054
H -0.56740 -1.88225 0.75874 -0.4319 -0.1659 0.0224
H -1.06235 -1.96815 2.41678 -0.3251 -0.0834 -0.1793
H -3.27198 -0.68207 2.81849 0.1716 -0.0404 -0.1004
H -2.76057 -6.01940 1.03579 0.2029 0.1468 0.1223
```
Positions in Å, forces in eV/Å.


Q: The highest gap between HOMO and LUMO belongs to which entry?
A: C9H14S


Q: Which value of strongest force on any atom does entry 3 give?
A: 19.08 eV/A